# 1
This record from the Open Molecules 2025 dataset describes a structure of composition C26H30Cl9N4O2V in a non-equilibrium geometry. The level of theory is wB97M-V/def2-TZVPD.

Kohn-Sham gap (alpha / beta) in hartree: 0.2048 / 0.2130
Charge: +1
2S+1: 2
Maximum force in eV/Å: 7.42
E_tot in eV: -175884.49678

```
72
C26H30Cl9N4O2V, DFT wB97M-V/def2-TZVPD
O 0.422 -1.237 -5.138
V -0.838 -0.726 -4.315
C -0.923 -0.789 -0.425
C 0.284 -0.215 -1.131
C 1.597 -0.792 -0.624
O 0.159 -0.314 -2.523
H -0.910 -0.671 0.658
H -1.051 -1.849 -0.662
H -1.836 -0.314 -0.796
H 0.282 0.860 -0.899
H 1.748 -0.472 0.406
H 2.405 -0.412 -1.248
H 1.505 -1.876 -0.688
N 1.682 -2.667 3.545
C 0.896 -1.854 2.827
C 0.792 -0.496 3.100
C 1.556 0.032 4.124
C 2.479 -0.772 4.786
C 2.467 -2.113 4.492
H 0.359 -2.252 1.979
H 0.035 0.048 2.554
H 1.523 1.068 4.438
H 3.153 -0.363 5.524
H 3.163 -2.791 4.969
N 1.873 3.027 1.958
C 1.624 3.874 2.965
C 0.345 4.212 3.379
C -0.736 3.613 2.717
C -0.489 2.662 1.728
C 0.851 2.398 1.422
H 2.460 4.383 3.427
H 0.149 4.972 4.122
H -1.759 3.878 2.948
H -1.318 2.196 1.215
H 1.073 1.586 0.736
N -1.773 4.709 -1.452
C -0.757 4.175 -0.758
C 0.246 4.926 -0.126
C 0.179 6.305 -0.298
C -0.912 6.881 -0.923
C -1.862 6.071 -1.513
H -0.794 3.093 -0.750
H 1.073 4.429 0.361
H 0.883 6.995 0.147
H -1.087 7.947 -0.973
H -2.710 6.456 -2.061
N -1.390 -2.755 -3.595
C -0.531 -3.492 -2.878
C -0.714 -4.833 -2.566
C -1.919 -5.437 -2.851
C -2.893 -4.646 -3.462
C -2.584 -3.378 -3.900
H 0.422 -3.037 -2.643
H 0.050 -5.324 -1.979
H -2.059 -6.485 -2.627
H -3.864 -5.088 -3.636
H -3.311 -2.808 -4.462
C 2.930 2.046 -2.924
Cl 2.571 0.996 -4.331
Cl 2.496 3.696 -3.296
Cl 4.598 1.863 -2.306
H 2.307 1.717 -2.099
C 1.700 -5.141 1.239
Cl 2.644 -4.291 0.006
Cl 1.883 -6.906 0.993
Cl -0.025 -4.738 1.098
H 2.069 -4.923 2.235
C -4.368 -2.944 0.051
Cl -3.982 -4.679 0.170
Cl -3.425 -2.064 1.293
Cl -6.070 -2.612 0.153
H -4.041 -2.559 -0.909
```

# 2
This record from the Open Molecules 2025 dataset describes a cluster of 2 separate species, C9H10BrF in total in a non-equilibrium geometry. The level of theory is wB97M-V/def2-TZVPD.

Kohn-Sham gap (alpha / beta) in hartree: 0.1424 / 0.1360
Maximum force in eV/Å: 3.75
E_tot in eV: -82248.63089

```
21
C9H10BrF, DFT wB97M-V/def2-TZVPD
C -1.874 -1.963 0.052
C -1.937 -0.880 0.960
C -1.111 -1.921 -1.104
C -1.099 0.186 0.750
C -0.449 -0.745 -1.403
C -0.442 0.337 -0.503
C 0.303 2.769 -0.071
C 0.404 1.411 -0.758
C 2.615 -0.688 1.221
F 1.670 -1.645 0.731
Br 3.527 -0.019 -0.204
H -2.572 -2.678 0.410
H -2.533 -1.099 1.938
H -0.831 -2.667 -1.717
H -1.109 1.006 1.481
H 0.083 -0.745 -2.461
H 0.566 2.466 1.035
H 1.111 3.412 -0.475
H -0.619 3.250 -0.301
H 1.163 1.367 -1.558
H 3.132 -1.155 1.978
```

# 3
This record from the Open Molecules 2025 dataset describes a structure of composition C38H37CsN10O7Se2 in a non-equilibrium geometry. The level of theory is wB97M-V/def2-TZVPD.

Kohn-Sham gap in hartree: 0.1525
Charge: -2
Maximum force in eV/Å: 2.80
E_tot in eV: -200476.33841

```
95
C38H37CsN10O7Se2, DFT wB97M-V/def2-TZVPD
Cs 1.972 1.171 0.971
N -0.709 2.739 -1.201
C -0.537 4.194 -1.159
C 0.931 4.609 -1.322
O 1.234 5.747 -0.828
N 1.644 3.732 -1.965
C 3.064 3.988 -2.075
C 3.898 3.124 -1.123
O 5.032 2.746 -1.542
O 3.385 2.877 0.008
H -1.347 2.444 -0.471
H 0.199 2.339 -0.964
H -0.871 4.624 -0.211
H -1.127 4.674 -1.948
H 3.334 5.029 -1.838
H 3.430 3.757 -3.080
O -4.699 0.391 5.494
N -4.055 1.397 5.732
O -4.212 2.068 6.737
C -3.027 1.808 4.763
C -2.486 3.029 4.957
C -1.523 3.564 4.061
C -0.887 4.802 4.283
C 0.030 5.249 3.376
C 0.279 4.469 2.226
N -0.310 3.314 2.003
C -1.179 2.846 2.910
C -1.737 1.513 2.712
N -1.299 0.837 1.638
C -1.633 -0.422 1.499
C -2.451 -1.093 2.420
C -2.964 -0.399 3.483
C -2.622 0.959 3.659
H -2.805 3.608 5.812
H -1.125 5.371 5.175
H 0.559 6.182 3.514
H 0.970 4.818 1.454
H -1.218 -0.932 0.637
H -2.662 -2.147 2.297
H -3.609 -0.891 4.193
O 1.495 0.648 3.375
N 1.944 -0.439 3.789
N 2.003 -1.401 2.923
O 1.641 -1.320 1.670
C 2.483 -2.653 3.426
C 2.987 -2.819 4.718
C 3.436 -4.066 5.119
C 3.392 -5.155 4.251
C 2.885 -4.978 2.973
C 2.428 -3.733 2.557
H 3.024 -1.968 5.382
H 3.828 -4.190 6.122
H 3.756 -6.125 4.570
H 2.847 -5.815 2.286
H 2.030 -3.568 1.565
C 6.909 0.329 -0.887
Se 5.084 0.433 -0.224
C 5.052 -1.342 0.647
C 4.259 -2.338 -0.191
Se 2.524 -1.604 -0.772
C 2.992 -1.585 -2.670
H 7.615 0.262 -0.061
H 7.052 1.258 -1.433
H 7.033 -0.523 -1.556
H 4.586 -1.204 1.624
H 6.076 -1.687 0.807
H 4.078 -3.271 0.344
H 4.794 -2.567 -1.112
H 3.330 -2.568 -2.997
H 3.771 -0.839 -2.835
H 2.098 -1.302 -3.222
N -4.397 -2.698 -4.131
C -5.442 -2.653 -5.026
C -6.479 -3.532 -5.317
C -7.366 -3.147 -6.306
C -7.220 -1.923 -6.978
C -6.185 -1.054 -6.679
C -5.281 -1.427 -5.687
N -4.171 -0.758 -5.199
C -3.675 -1.538 -4.280
C -2.473 -1.259 -3.473
C -1.808 -0.054 -3.613
C -0.666 0.180 -2.852
N -0.180 -0.716 -1.990
C -0.830 -1.870 -1.851
C -1.972 -2.188 -2.565
H -4.208 -3.425 -3.467
H -6.593 -4.474 -4.793
H -8.188 -3.801 -6.567
H -7.938 -1.655 -7.744
H -6.072 -0.107 -7.191
H -2.182 0.693 -4.300
H -0.140 1.126 -2.920
H -0.395 -2.571 -1.143
H -2.441 -3.153 -2.404
```